{"formula": "C23H37Cl2FN2O10P2", "method": "ωB97M-V/def2-TZVPD", "symbols": ["C", "C", "O", "P", "O", "C", "C", "C", "C", "C", "C", "O", "O", "C", "F", "C", "P", "O", "N", "N", "C", "Cl", "C", "C", "Cl", "O", "C", "C", "H", "H", "H", "H", "H", "H", "H", "H", "H", "H", "H", "H", "H", "H", "H", "H", "H", "H", "H", "H", "H", "O", "C", "O", "C", "C", "C", "H", "H", "H", "H", "H", "H", "H", "H", "O", "C", "O", "C", "C", "C", "H", "H", "H", "H", "H", "H", "H", "H"], "positions_angstrom": [[-1.2256, -1.4308, 2.7935], [-0.8515, 0.0179, 2.4113], [-1.7760, 0.5790, 1.4631], [-2.1992, 2.1031, 1.7560], [-2.5155, 2.3762, 3.1666], [-1.0142, 3.3134, 1.1058], [0.4470, 3.0987, 1.5966], [1.4564, 3.6495, 0.5379], [2.1591, 2.5540, -0.2060], [1.5612, 2.0238, -1.3586], [0.2217, 2.5317, -1.8717], [0.1433, 3.6109, -2.4826], [-0.7202, 1.7663, -1.6306], [2.2846, 1.0360, -1.9682], [1.8258, 0.4779, -3.0654], [3.5350, 0.5946, -1.5055], [4.4605, -0.7124, -2.4152], [3.9892, -2.0803, -2.1357], [4.0479, 1.1055, -0.4229], [3.3344, 2.0330, 0.1603], [3.9247, 2.5520, 1.3769], [3.6030, 1.7093, 2.8585], [4.7162, 3.6149, 1.3608], [5.4172, 4.2320, 2.5286], [4.9817, 4.3985, -0.1841], [-3.5472, 2.3442, 0.8918], [-4.6323, 1.5813, 1.4600], [-5.7099, 1.4393, 0.3657], [-1.5894, -1.4315, 3.8242], [-1.9747, -1.7806, 2.0800], [-0.3083, -2.0241, 2.7537], [-0.6946, 0.6382, 3.2997], [0.1248, -0.0288, 1.9006], [-1.3351, 4.2905, 1.4849], [-1.1275, 3.3628, 0.0172], [0.5537, 3.7099, 2.4987], [0.6559, 2.0718, 1.9051], [2.1460, 4.3651, 0.9888], [0.8916, 4.2111, -0.2155], [4.3909, -0.4421, -3.8044], [5.8195, -0.5670, -2.0389], [5.2092, 5.3067, 2.5700], [5.1442, 3.7911, 3.4853], [6.4968, 4.1292, 2.3637], [-4.3192, 0.5794, 1.7722], [-5.0710, 2.0893, 2.3229], [-6.6904, 1.2161, 0.7935], [-5.3935, 0.6561, -0.3281], [-5.7580, 2.4132, -0.1334], [2.1965, -4.2772, 4.0935], [1.7925, -4.6872, 3.0406], [0.5199, -5.1144, 2.9425], [-0.1057, -5.4568, 1.7022], [0.2030, -6.8834, 1.2982], [2.7075, -4.8106, 1.8442], [0.1561, -4.7355, 0.9260], [-1.1767, -5.3524, 1.8708], [1.2704, -7.0335, 1.1346], [-0.3257, -7.1444, 0.3808], [-0.0998, -7.5729, 2.0867], [3.2753, -5.7364, 1.9279], [3.3955, -3.9680, 1.8533], [2.1943, -4.7856, 0.8860], [-4.8566, -2.5599, -4.9949], [-4.1244, -1.6350, -4.7709], [-2.8224, -1.7312, -5.0903], [-1.9064, -0.6313, -5.0217], [-1.3563, -0.4486, -3.6242], [-4.6195, -0.3972, -4.0596], [-2.3658, 0.2794, -5.4099], [-1.0946, -0.8824, -5.7041], [-2.1414, -0.2110, -2.9087], [-0.6244, 0.3536, -3.6014], [-0.8805, -1.3703, -3.2825], [-4.6258, -0.5849, -2.9867], [-5.6354, -0.1968, -4.3935], [-4.0382, 0.4980, -4.2662]], "forces_ev_per_a": [[0.19, 1.09, 0.11], [1.16, -0.99, -0.27], [0.05, 0.89, 0.31], [-1.48, 1.15, 0.15], [0.72, -0.32, 0.58], [-0.06, -0.28, -0.18], [-0.46, 0.59, -0.12], [0.02, 0.02, 0.20], [-0.77, 0.01, -0.87], [0.41, 0.28, 0.14], [-2.06, 0.62, -1.31], [1.48, -0.16, 0.59], [0.56, -0.78, 0.77], [-0.16, -0.11, -0.26], [-0.02, -0.17, -0.28], [-0.10, 0.12, -0.81], [0.42, -1.39, -0.06], [-0.37, -0.02, 0.26], [0.38, -0.38, -0.21], [-0.01, 0.98, 2.20], [0.48, -0.09, 0.42], [-0.21, -0.09, -0.67], [0.12, 0.31, -0.31], [0.22, 0.28, -0.26], [0.00, -0.15, 0.49], [1.19, -0.94, 0.24], [-1.58, -0.28, -0.56], [0.79, 0.37, 0.38], [-0.25, -0.31, -0.27], [0.12, -0.22, 0.23], [-0.31, -0.20, -0.02], [-0.48, 0.07, -0.17], [-0.25, 0.11, -0.03], [-0.24, -0.28, 0.01], [0.21, -0.27, 0.18], [0.12, -0.26, -0.07], [0.08, 0.10, -0.30], [0.11, -0.31, -0.02], [0.18, -0.15, 0.04], [0.03, 0.67, 0.41], [-0.33, 0.66, -0.08], [-0.04, -0.17, -0.09], [-0.01, -0.11, -0.20], [-0.16, -0.01, 0.13], [0.23, 0.25, 0.04], [0.43, 0.13, -0.04], [0.17, -0.12, -0.04], [-0.27, 0.22, -0.12], [-0.16, -0.30, -0.16], [-0.17, 0.06, 0.09], [0.32, -0.21, -0.18], [-0.28, 0.22, 0.26], [0.01, -0.19, -0.23], [0.15, -0.07, 0.04], [-0.16, 0.39, -0.31], [0.08, -0.03, 0.01], [0.05, 0.08, 0.18], [-0.01, 0.04, -0.08], [-0.01, 0.02, 0.02], [-0.08, 0.04, -0.01], [-0.01, 0.01, 0.01], [0.10, -0.11, 0.17], [0.00, -0.18, 0.01], [0.11, -0.10, -0.10], [-0.14, 0.16, 0.35], [0.09, -0.24, -0.38], [0.15, 0.13, 0.24], [-0.13, -0.21, -0.01], [-0.05, 0.36, -0.40], [-0.06, -0.01, 0.07], [-0.13, -0.16, -0.06], [0.06, 0.17, 0.00], [-0.09, 0.04, 0.01], [0.04, -0.01, -0.10], [0.02, 0.01, -0.01], [-0.06, -0.19, 0.12], [0.11, -0.05, 0.17]], "e_homo_ha": -0.340, "molar_mass_g_mol": 653.41, "homo_lumo_gap_ev": 7.34, "charge": 0}



{"formula": "C49H57AgN3O30", "method": "ωB97M-V/def2-TZVPD", "symbols": ["Ag", "C", "O", "O", "O", "C", "C", "C", "O", "C", "C", "C", "O", "O", "O", "H", "H", "H", "H", "C", "C", "C", "O", "C", "C", "C", "O", "O", "O", "H", "H", "H", "H", "C", "C", "C", "O", "C", "C", "C", "O", "O", "O", "H", "H", "H", "H", "C", "C", "C", "O", "C", "C", "C", "O", "O", "O", "H", "H", "H", "H", "C", "C", "C", "O", "C", "C", "C", "O", "O", "O", "H", "H", "H", "H", "C", "C", "C", "O", "C", "C", "C", "O", "O", "O", "H", "H", "H", "H", "C", "C", "C", "O", "C", "N", "H", "H", "H", "H", "H", "H", "H", "H", "H", "H", "H", "C", "C", "C", "O", "C", "N", "H", "H", "H", "H", "H", "H", "H", "H", "H", "H", "H", "C", "C", "C", "O", "C", "N", "H", "H", "H", "H", "H", "H", "H", "H", "H", "H", "H"], "positions_angstrom": [[-0.6940, -1.8315, -1.2303], [1.7279, -0.1999, 0.1943], [1.5673, -0.4925, 1.4159], [2.1592, -1.0388, -0.6138], [1.5019, 1.0568, -0.1478], [-3.1911, 3.3695, 1.4106], [-3.0429, 2.0900, 1.0886], [-3.4827, 1.5465, -0.2993], [-3.2153, 0.3888, -0.6551], [-4.0895, 2.5117, -1.3190], [-4.1665, 3.8134, -0.9440], [-3.6512, 4.3092, 0.4017], [-3.6265, 5.4933, 0.5731], [-4.6960, 4.7947, -1.6273], [-2.3642, 1.2015, 1.7127], [-2.9185, 3.7545, 2.3776], [-4.4917, 2.0189, -2.1847], [-4.5157, 5.6642, -1.1876], [-1.8921, 1.5159, 2.5293], [-0.3443, 5.9363, 1.1685], [-0.9644, 6.8000, 0.3336], [-1.1680, 6.3874, -1.1272], [-1.5621, 7.2323, -1.8963], [-0.8690, 4.9583, -1.5188], [-0.4644, 4.0588, -0.6235], [-0.2174, 4.5329, 0.7458], [-0.0545, 3.6533, 1.6219], [-0.4819, 2.7678, -0.9666], [-1.2575, 7.9923, 0.6674], [0.0555, 6.2673, 2.1028], [-1.0482, 4.7436, -2.5983], [-0.2483, 2.1503, -0.2889], [-1.3975, 8.3431, -0.2748], [-0.8375, 3.1826, 5.6491], [0.1422, 3.9946, 5.8551], [1.3369, 4.1770, 4.8676], [1.8855, 5.1769, 4.8896], [1.5762, 2.9525, 3.9918], [0.4163, 1.9937, 3.7104], [-0.7532, 2.1397, 4.6081], [-1.7476, 1.6388, 4.2189], [0.4774, 1.1537, 2.8686], [0.0284, 4.9662, 6.7824], [-1.8786, 3.1906, 6.0819], [2.3591, 2.9478, 3.3207], [1.1530, 0.1827, 2.0643], [0.5703, 5.7209, 6.4958], [3.1163, -5.6019, 0.8924], [2.8500, -4.4668, 0.0795], [1.6753, -4.6083, -0.8961], [1.4196, -3.9255, -1.9069], [0.7452, -5.6901, -0.6364], [0.9391, -6.7468, 0.1759], [2.3125, -6.7478, 0.9203], [2.5642, -7.7831, 1.5017], [0.2206, -7.9109, 0.3555], [3.4462, -3.2947, 0.1712], [3.9029, -5.6261, 1.6523], [-0.0261, -5.6685, -1.3854], [0.8023, -8.5038, 0.8863], [2.8630, -2.3961, -0.1042], [2.4906, -1.4902, -6.0784], [2.8724, -0.4111, -6.7319], [3.7117, 0.7325, -6.1052], [3.8595, 1.8031, -6.7619], [4.1059, 0.5472, -4.7440], [3.8543, -0.5949, -4.0873], [3.0103, -1.6285, -4.7540], [2.8386, -2.6128, -4.0463], [4.1604, -0.8416, -2.7963], [2.6631, -0.1975, -8.1164], [1.9685, -2.2499, -6.6177], [4.6166, 1.2916, -4.1808], [3.6688, -1.5327, -2.3908], [3.1039, 0.6811, -8.0886], [2.7980, 3.6608, -2.1349], [2.2709, 2.6407, -2.9098], [1.7874, 2.9592, -4.3858], [1.5147, 2.0275, -5.1284], [1.6504, 4.4251, -4.7442], [1.9249, 5.4159, -3.8307], [2.4427, 4.9725, -2.4769], [2.7271, 5.8981, -1.6139], [1.6567, 6.6704, -4.0355], [2.0252, 1.3886, -2.6464], [3.4015, 3.3113, -1.2048], [1.3217, 4.4831, -5.7799], [2.0351, 7.1854, -3.2772], [2.3381, 1.3117, -0.6288], [2.5422, -3.1218, 5.3694], [1.1713, -3.3809, 4.8908], [0.1592, -2.8411, 5.8628], [0.2270, -3.4114, 7.1285], [-1.0208, -3.7001, 7.6607], [0.7907, -2.8411, 3.5101], [2.6519, -3.4994, 6.3419], [2.7237, -2.0387, 5.4933], [3.2796, -3.5601, 4.7221], [0.9940, -4.5176, 4.8132], [-0.7807, -3.0017, 5.3528], [0.3537, -1.8007, 5.7913], [-1.5913, -4.2618, 6.8787], [-1.6481, -2.7893, 7.7592], [-1.0083, -4.2948, 8.5984], [0.7421, -1.8540, 3.6482], [1.6327, -2.8676, 2.8669], [-3.2376, -2.0191, 2.9845], [-2.2823, -2.5810, 1.9766], [-2.2918, -4.1073, 2.0147], [-3.4743, -4.7400, 1.6052], [-3.3262, -6.1214, 1.2936], [-2.4598, -2.2242, 0.5436], [-4.1887, -2.5053, 2.8760], [-3.3633, -0.9680, 2.9621], [-2.8439, -2.4106, 3.9196], [-1.2709, -2.2580, 2.2261], [-2.0576, -4.3154, 3.0759], [-1.4652, -4.4227, 1.3063], [-4.2574, -6.6729, 1.1441], [-2.8463, -6.7218, 2.0910], [-2.8122, -6.2185, 0.3483], [-2.8598, -1.3087, 0.4369], [-3.2295, -2.7879, 0.1603], [-1.8040, 1.1529, -4.6722], [-1.7415, -0.1111, -3.8735], [-0.8953, -1.1556, -4.6597], [-0.8291, -2.3674, -3.9369], [-0.2712, -3.3660, -4.7845], [-1.0705, 0.0196, -2.5785], [-2.2381, 0.9084, -5.6425], [-0.7797, 1.4770, -4.8688], [-2.4677, 1.8715, -4.2064], [-2.7922, -0.4275, -3.7602], [0.1181, -0.8033, -4.8043], [-1.3890, -1.2837, -5.6148], [-0.6020, -4.3407, -4.4379], [0.8498, -3.3805, -4.7463], [-0.6161, -3.3891, -5.8178], [-1.5211, 0.7475, -2.0707], [-0.1772, 0.5289, -2.8326]], "forces_ev_per_a": [[-0.46, -0.02, -0.09], [1.20, -0.65, -1.75], [-0.90, -1.07, 2.55], [-0.32, 0.15, 0.76], [0.96, 0.32, 0.80], [-0.68, 0.78, -0.23], [-0.31, -0.18, -2.40], [0.17, 0.12, -2.11], [-0.73, 1.91, 1.22], [0.54, -0.49, 2.55], [0.20, -0.71, 0.40], [0.09, -2.02, 0.29], [-0.17, 1.95, 0.10], [-0.32, 0.74, -1.01], [1.12, -1.54, 1.40], [0.29, 0.18, 0.09], [-0.03, 0.32, -0.40], [0.01, -0.81, 0.06], [-0.69, -0.36, -0.41], [-0.17, -0.65, -1.71], [1.80, -3.66, 0.19], [0.48, -1.45, 0.42], [-0.03, 0.30, 0.08], [-0.57, 1.91, -1.38], [-0.84, 0.14, -0.94], [-0.11, -0.81, 3.09], [0.31, 0.63, -0.95], [-0.35, 0.82, -0.74], [-0.71, 2.66, -2.12], [-0.09, -0.20, 0.57], [0.06, -0.06, 1.07], [0.82, -0.33, 1.16], [-0.47, 0.74, 1.33], [-2.99, -3.63, -0.55], [2.02, 3.25, 0.49], [-3.82, -6.92, 0.64], [3.38, 5.16, -0.36], [-3.21, 0.47, 0.75], [3.93, 2.35, 1.97], [0.51, 3.04, 0.69], [-3.02, -2.08, -0.62], [-0.75, -0.77, -0.37], [0.16, -0.21, -0.60], [1.55, 0.31, -0.02], [1.77, -0.06, -1.23], [0.76, -0.36, -1.60], [0.24, -0.10, 0.16], [1.10, 3.63, -0.97], [-0.61, -1.12, 1.12], [-0.67, 0.22, -1.15], [1.28, -0.20, 2.37], [-1.19, -1.50, -0.25], [1.39, -0.64, 0.54], [-2.54, -1.24, -0.97], [0.42, -0.43, 0.56], [0.83, 1.96, -0.57], [-0.93, 1.35, -0.16], [-0.03, 0.38, -0.49], [-0.59, -0.15, 0.07], [-0.02, 0.52, -0.09], [0.95, -2.18, 0.08], [0.24, 0.30, -0.38], [0.73, 1.51, -3.07], [-0.91, 2.03, -1.15], [-0.11, -3.27, 1.15], [1.02, -0.44, 0.91], [-0.97, 0.06, 0.36], [0.15, -1.58, 1.85], [-0.42, -0.37, -0.52], [1.45, 2.35, -1.75], [0.68, 0.18, 3.61], [-0.29, -0.56, 0.20], [0.33, 0.87, -0.09], [-1.11, -1.35, -0.11], [-0.26, 0.42, -1.24], [0.42, -2.06, 0.61], [-1.77, -3.62, -1.50], [0.12, 1.18, 0.93], [-0.03, 1.29, 0.42], [0.25, -1.18, 0.26], [-0.83, -3.85, -0.74], [2.50, 2.79, 3.19], [-1.34, -0.97, -2.51], [0.53, 1.78, 0.59], [1.49, 3.06, 0.35], [-1.33, 1.37, -1.42], [-0.03, 0.87, 0.22], [-0.28, -0.53, -0.28], [-1.43, 0.15, -1.11], [0.57, 1.34, -0.64], [-1.12, -2.59, -1.64], [-0.22, -0.75, -1.46], [1.07, 0.15, 0.38], [-2.12, -0.29, -0.82], [2.02, -0.70, 0.49], [0.23, -0.86, 1.38], [0.02, -0.19, -0.39], [0.50, -0.07, -0.27], [0.37, 1.50, 0.14], [-0.77, -0.13, 0.27], [-0.09, 1.66, 0.93], [0.22, -0.16, 0.69], [0.44, -0.18, 0.51], [0.46, 0.59, -0.65], [-0.41, 1.15, 0.07], [-1.13, -0.47, 0.97], [-0.05, -1.35, 0.00], [0.12, -0.43, -1.65], [2.00, -0.25, 0.00], [-1.07, 0.05, 0.11], [0.20, -0.44, 0.36], [-0.64, -0.14, -0.55], [-0.76, -0.07, -0.16], [0.11, 1.05, 0.13], [-0.06, 0.56, 0.51], [0.00, -0.32, 0.14], [0.17, -0.68, -0.43], [-0.49, 0.03, 1.02], [-0.51, 0.91, 0.12], [0.31, 0.62, -0.26], [0.66, -0.14, -0.19], [0.22, 0.87, 0.14], [0.49, -0.23, 0.18], [0.34, -0.19, -0.61], [0.29, -1.48, -0.48], [-1.22, 0.70, 1.03], [-0.29, -0.40, -0.94], [1.09, -1.30, 0.58], [1.78, 1.12, -0.56], [-0.09, 0.08, -0.11], [-0.18, 0.63, 0.14], [0.26, 0.47, 0.16], [0.51, -0.53, 0.34], [0.31, 0.53, -0.19], [0.02, -0.30, -0.44], [0.01, -0.09, 0.54], [-0.99, 0.25, -0.04], [-0.17, 0.84, -0.16], [-0.76, 0.43, 0.72], [-0.46, -0.94, 0.51]], "e_homo_ha": [-0.279, -0.279], "molar_mass_g_mol": 1275.85, "homo_lumo_gap_ev": [5.03, 3.63], "spin_multiplicity": 2, "charge": 0, "s_squared": 0.760}